Below is C28H41N5O4SeSiSr as an isolated structure, with properties calculated with ωB97M-V/def2-TZVPD.

ORCA input file:
```
! RIJCOSX wB97M-V def2-TZVPD def2/J DEFGRID3
* xyz -2 1
Sr -0.184 -0.307 0.676
O -3.721 2.377 -0.325
C -2.703 1.829 0.094
O -2.149 0.765 -0.322
C -2.021 2.475 1.309
C -2.508 3.623 1.915
C -1.872 4.081 3.060
C -0.786 3.387 3.574
C -0.353 2.251 2.906
N -0.964 1.833 1.801
C 0.822 1.392 3.408
O 1.356 1.755 4.456
O 1.106 0.392 2.679
H -3.372 4.110 1.486
H -2.232 4.973 3.560
H -0.269 3.688 4.474
C -0.727 -0.791 -3.234
N -0.792 -1.547 -1.972
C -0.036 -2.803 -2.134
N -0.563 -3.618 -3.234
C -0.490 -2.808 -4.458
N -1.271 -1.569 -4.355
C -2.654 -1.925 -4.048
N -2.777 -2.699 -2.811
C -2.208 -1.891 -1.725
C -1.966 -3.910 -2.955
H 0.310 -0.540 -3.456
H -1.309 0.125 -3.113
H -0.097 -3.370 -1.201
H 1.007 -2.565 -2.351
H -0.881 -3.400 -5.291
H 0.554 -2.551 -4.650
H -3.058 -2.518 -4.875
H -3.243 -1.010 -3.948
H -2.271 -2.450 -0.789
H -2.775 -0.969 -1.617
H -2.373 -4.511 -3.774
H -2.028 -4.487 -2.030
C -2.029 -4.621 1.080
Si -1.486 -3.008 1.999
C -0.323 -3.770 3.388
C -0.188 -2.818 4.578
C 1.064 -3.913 2.748
C -0.738 -5.151 3.902
C -3.186 -2.417 2.795
C -3.013 -1.083 3.534
C -3.865 -3.408 3.741
C -4.130 -2.157 1.612
H -2.632 -5.287 1.708
H -1.147 -5.186 0.758
H -2.612 -4.406 0.181
H 0.146 -1.825 4.262
H 0.550 -3.202 5.296
H -1.133 -2.704 5.115
H 1.488 -2.935 2.506
H 1.030 -4.501 1.825
H 1.759 -4.414 3.437
H -1.726 -5.142 4.366
H -0.021 -5.507 4.658
H -0.759 -5.890 3.098
H -2.561 -1.213 4.519
H -3.986 -0.593 3.677
H -2.379 -0.385 2.978
H -3.237 -3.638 4.605
H -4.103 -4.349 3.236
H -4.809 -2.993 4.125
H -3.705 -1.433 0.910
H -5.084 -1.746 1.969
H -4.350 -3.074 1.058
Se 2.972 -0.924 -3.526
C 4.574 -0.553 -4.465
C 4.554 -0.032 -5.768
C 5.723 0.212 -6.472
C 6.964 -0.046 -5.901
C 7.006 -0.550 -4.606
C 5.836 -0.796 -3.902
H 3.593 0.176 -6.223
H 5.664 0.611 -7.480
H 7.878 0.139 -6.454
H 7.962 -0.754 -4.136
H 5.883 -1.186 -2.893
*
```

The value obtained for the energy above the lowest of the compared OMol25 structures with the same formula, charge and spin is 0.262 eV. As for the total energy: -4388.14088 Eh. The calculation puts the largest force on an atom at 0.655 eV Å⁻¹. The gap between HOMO and LUMO is 6.19 eV.